<1>
C6H12N2 | ωB97M-V with the def2-TZVPD basis set

Results
- SMILES = C/C=N\N[C@@H]1C[C@@H]1C
- highest occupied orbital energy (eV) = -8.20
- orbital gap (eV) = 9.265

Geometry as XYZ:
```
20
C6H12N2 (ωB97M-V with the def2-TZVPD basis set)
C 2.04 0.00 1.02
C 2.04 0.15 -0.53
C -0.52 -1.02 0.26
C -1.96 -0.96 -0.02
C -1.22 0.34 0.39
C -1.09 1.56 -0.55
H 2.07 -1.08 1.38
H 3.05 0.38 1.21
H 1.25 0.63 1.57
H 2.67 0.97 -0.81
H -0.05 -1.76 -1.59
H -0.26 -1.68 1.20
H -2.35 -1.02 -1.09
H -2.60 -1.53 0.63
H -1.41 0.65 1.35
H -0.29 2.17 -0.24
H -1.96 2.28 -0.30
H -1.09 1.49 -1.66
N 1.27 -0.31 -1.41
N 0.40 -1.25 -0.85
```

Atomic partial charges in e from the Mulliken method, atoms 1 to 5:
1. C -0.7894
2. C -0.0090
3. C -0.0257
4. C -0.8714
5. C 0.1327

=====

<2>
C6H12N2 | ωB97M-V with the def2-TZVPD basis set

Results
- SMILES = Cc1c[nH]cn1.CC
- highest occupied orbital energy (eV) = -8.60
- orbital gap (eV) = 9.498

Geometry as XYZ:
```
20
C6H12N2 (ωB97M-V with the def2-TZVPD basis set)
C -2.31 1.07 2.52
C -2.49 -0.04 1.47
H -1.32 0.98 2.97
H -2.52 2.06 2.12
H -2.98 0.85 3.35
H -1.59 -0.22 0.90
H -2.75 -0.99 1.93
H -3.22 0.19 0.70
C -0.51 1.33 -0.92
C 0.59 0.31 -0.74
C 0.88 -0.62 0.20
C 2.12 -0.97 -1.55
N 1.40 0.05 -1.85
N 1.84 -1.46 -0.31
H -1.26 1.24 -0.13
H -1.06 1.10 -1.83
H 0.49 -0.57 1.20
H 2.74 -1.53 -2.23
H 2.21 -2.27 0.15
H 0.08 2.25 -0.94
```

Atomic partial charges in e from the Mulliken method, atoms 1 to 5:
1. C -0.7743
2. C -0.8255
3. H 0.2336
4. H 0.2974
5. H 0.3192

=====

It comes down to <2>, which is 265.8 kJ/mol more stable than the next structure.

=====

<1>
C3H9N | ωB97M-V with the def2-TZVPD basis set

Results
- SMILES = C=CN.C
- highest occupied orbital energy (eV) = -7.99
- orbital gap (eV) = 9.227

Geometry as XYZ:
```
13
C3H9N (ωB97M-V with the def2-TZVPD basis set)
C 3.73 5.49 -1.45
H 4.01 4.52 -1.04
H 4.49 6.25 -1.29
H 3.72 5.24 -2.53
H 2.73 5.86 -1.24
C -0.39 -2.11 1.04
C -1.44 -2.10 0.16
N -2.67 -2.62 0.56
H -0.61 -2.35 2.08
H 0.58 -2.11 0.56
H -1.60 -1.40 -0.65
H -2.68 -3.15 1.41
H -3.37 -2.05 0.15
```

Atomic partial charges in e from the Mulliken method, atoms 1 to 5:
1. C -0.9162
2. H 0.2332
3. H 0.2215
4. H 0.2358
5. H 0.2258

=====

<2>
C3H9N | ωB97M-V with the def2-TZVPD basis set

Results
- SMILES = C=C.CN
- highest occupied orbital energy (eV) = -9.57
- orbital gap (eV) = 10.727

Geometry as XYZ:
```
13
C3H9N (ωB97M-V with the def2-TZVPD basis set)
C -0.27 -1.09 -6.20
C -0.72 -0.25 -5.34
H 0.65 -1.60 -5.88
H -0.55 -1.03 -7.32
H -0.41 -0.02 -4.27
H -1.58 0.26 -5.43
C 0.17 0.66 5.36
N 0.54 0.21 3.99
H 0.77 1.42 5.70
H 0.09 -0.29 6.08
H -0.85 1.03 5.51
H 0.90 1.12 3.55
H 1.25 -0.43 4.25
```

Atomic partial charges in e from the Mulliken method, atoms 1 to 5:
1. C -0.3643
2. C -0.5340
3. H 0.2191
4. H 0.2138
5. H 0.1886

=====

It comes down to <1>, which is 78.7 kJ/mol more stable than the next structure.

=====

<1>
C3H9N | ωB97M-V with the def2-TZVPD basis set

Results
- SMILES = C=CN.C
- highest occupied orbital energy (eV) = -8.48
- orbital gap (eV) = 9.551

Geometry as XYZ:
```
13
C3H9N (ωB97M-V with the def2-TZVPD basis set)
C 2.85 -0.40 0.02
H 2.47 0.49 0.51
H 3.93 -0.44 0.07
H 2.51 -0.41 -1.01
H 2.45 -1.27 0.54
C -2.10 -0.29 0.74
C -0.89 -0.09 0.22
N -0.58 0.69 -0.90
H -3.04 0.11 0.37
H -2.25 -1.05 1.48
H -0.06 -0.57 0.71
H -1.37 1.20 -1.27
H 0.19 1.32 -0.76
```

Atomic partial charges in e from the Mulliken method, atoms 1 to 5:
1. C -1.0111
2. H 0.2123
3. H 0.2943
4. H 0.2709
5. H 0.2425

=====

<2>
C3H9N | ωB97M-V with the def2-TZVPD basis set

Results
- SMILES = C=CC.N
- highest occupied orbital energy (eV) = -9.11
- orbital gap (eV) = 10.002

Geometry as XYZ:
```
13
C3H9N (ωB97M-V with the def2-TZVPD basis set)
N 2.10 -3.52 -0.50
H 1.83 -4.49 -0.46
H 1.23 -2.95 -0.31
H 2.32 -3.22 -1.47
C -1.19 1.16 1.33
C -0.68 1.29 0.01
C -0.70 2.25 -0.95
H -0.71 1.69 2.16
H -2.27 1.53 1.27
H -0.98 0.20 1.64
H 0.19 0.64 -0.27
H -0.21 2.13 -1.87
H -0.92 3.27 -0.59
```

Atomic partial charges in e from the Mulliken method, atoms 1 to 5:
1. N -0.6536
2. H 0.2206
3. H 0.2095
4. H 0.2242
5. C -1.0034

=====

It comes down to <1>, which is 115.1 kJ/mol more stable than the next structure.

=====

<1>
C7H10N2O2 | ωB97M-V with the def2-TZVPD basis set

Results
- SMILES = CN=C=C/C=C\C/C=[N+](\[O-])O
- highest occupied orbital energy (eV) = -7.88
- orbital gap (eV) = 8.437

Geometry as XYZ:
```
21
C7H10N2O2 (ωB97M-V with the def2-TZVPD basis set)
C -2.34 -0.81 0.20
C -1.83 0.52 0.30
C -1.67 -1.96 -0.23
C -0.73 0.97 -0.22
C -0.24 -1.80 -0.72
C 0.59 -1.15 0.31
C 1.25 2.11 -0.77
N 0.04 1.56 -0.93
N 1.82 -0.84 0.10
O 2.58 -0.64 1.37
O 2.50 -0.63 -0.85
H -3.49 -0.96 0.32
H -2.58 1.33 0.60
H -2.18 -2.95 -0.33
H 0.30 -2.75 -0.91
H -0.19 -1.36 -1.73
H 0.27 -1.45 1.28
H 1.88 1.97 -1.54
H 1.21 3.33 -0.64
H 1.90 1.77 0.11
H 3.49 -0.16 1.16
```

Atomic partial charges in e from the Mulliken method, atoms 1 to 5:
1. C -0.0008
2. C -0.8009
3. C -0.5953
4. C 0.7729
5. C -0.3842

=====

<2>
C7H10N2O2 | ωB97M-V with the def2-TZVPD basis set

Results
- SMILES = CC1C=NN=C1.C=CC(=O)O
- highest occupied orbital energy (eV) = -9.94
- orbital gap (eV) = 10.000

Geometry as XYZ:
```
21
C7H10N2O2 (ωB97M-V with the def2-TZVPD basis set)
C -2.58 1.19 -0.52
C -2.36 0.02 0.45
C -1.18 0.17 1.37
C -1.92 -1.26 -0.19
C 3.60 -0.12 0.16
C 2.25 0.07 -0.46
C 1.52 -0.98 -0.78
H -1.67 1.37 -1.12
H -2.82 2.11 0.03
H -3.40 0.97 -1.20
H -3.28 -0.14 1.04
H -1.02 0.99 2.07
H -2.46 -1.79 -0.96
H 3.78 1.80 0.21
H 1.89 1.09 -0.65
H 0.53 -0.85 -1.25
H 1.88 -1.99 -0.59
N -0.33 -0.77 1.26
N -0.81 -1.69 0.26
O 4.28 1.01 0.45
O 4.07 -1.20 0.41
```

Atomic partial charges in e from the Mulliken method, atoms 1 to 5:
1. C -1.2460
2. C 0.6362
3. C -0.4087
4. C -0.3688
5. C 0.7197

=====

<3>
C7H10N2O2 | ωB97M-V with the def2-TZVPD basis set

Results
- SMILES = C[C@@]1(N)C=CC=CN1C(=O)O
- highest occupied orbital energy (eV) = -8.05
- orbital gap (eV) = 8.638

Geometry as XYZ:
```
21
C7H10N2O2 (ωB97M-V with the def2-TZVPD basis set)
C 1.80 0.96 0.72
C 2.23 -0.32 1.19
C 0.64 1.14 0.07
C 1.47 -1.41 1.06
C -0.49 -2.57 0.29
C -0.34 0.07 -0.26
C -1.71 0.33 0.35
N 0.26 -1.42 0.43
N -0.43 -0.27 -1.66
O -1.45 -2.53 -0.62
O -0.26 -3.55 0.96
H 2.44 1.81 0.91
H 3.20 -0.39 1.66
H 0.33 2.12 -0.26
H 1.76 -2.38 1.43
H -2.19 -0.59 0.66
H -2.35 0.82 -0.38
H -1.61 0.98 1.22
H 0.50 -0.41 -2.05
H -0.91 0.45 -2.20
H -1.34 -1.75 -1.21
```

Atomic partial charges in e from the Mulliken method, atoms 1 to 5:
1. C 0.0243
2. C -0.6675
3. C -1.3921
4. C -0.3071
5. C 0.5681

=====

It comes down to <3>, which is 185.7 kJ/mol more stable than the next structure.